*w*
The following is a quantum chemistry calculation of C12H17N3 in the gas phase, from the OMol25 dataset.

```
32
C12H17N3 (ωB97M-V with the def2-TZVPD basis set)
H 0.75412 2.49102 2.73913
N 2.74581 -4.11775 0.30999
H -2.55666 0.75622 0.83169
H 0.90068 3.01097 0.08426
H 1.83620 -5.91004 0.69738
H -0.77395 0.30066 2.87477
H -0.55765 -3.04468 -1.38563
H -0.79520 2.54159 -2.04422
H -0.31514 -5.28395 -0.40887
C 0.50663 -4.58353 -0.36826
H -0.36311 -1.17226 -2.07382
C -1.46442 0.79693 0.85330
H -1.10321 -0.19506 0.54946
C 1.70108 -4.93786 0.24373
H -1.60477 1.85437 2.73584
C 2.64149 -2.92807 -0.22301
H 1.32462 1.21945 -1.83168
C 0.38976 0.75236 -2.13890
N 0.46351 -0.61303 -1.86578
C 0.03259 2.71731 0.67229
N 1.54195 -1.17981 -1.32869
C -0.87623 1.60393 -1.49548
H 1.15447 1.15256 1.64869
H 0.21321 0.91821 -3.20483
H -1.76428 1.06170 -1.82431
C 0.39131 1.88724 1.91117
C -0.91608 1.83600 -0.07126
C -0.91893 1.16899 2.23462
H -0.47864 3.63274 0.98941
H 3.50715 -2.28327 -0.15629
C 0.37820 -3.32558 -0.91782
C 1.47407 -2.43406 -0.86004
```

* multiplicity: 1
* E_HOMO (alpha / beta): -7.08 / -7.06 eV
* frontier orbital gap (alpha / beta): 0.2460 / 0.2833 hartree
* molar mass: 203.3 Da

Löwdin atomic charge list, values in e, 5 entries: H 0.10; N 0.05; H 0.11; H 0.11; H 0.10

*x*
The following is a quantum chemistry calculation of 2 unconnected molecules or ions with the total composition C12H17N3, from the OMol25 dataset.

```
32
C12H17N3 (ωB97M-V with the def2-TZVPD basis set)
H -1.08996 4.00205 0.88426
H 0.17141 2.87922 1.62900
H -3.32893 0.24977 0.16477
C -0.38312 2.29956 -0.27512
H -2.01358 3.29059 -1.36724
H -0.87207 -1.19637 -3.01142
C 1.88955 -0.83371 -0.27562
H 0.50225 -2.25985 0.43233
H 3.46713 -0.46689 1.13445
C 1.51370 -1.94590 0.61245
H -2.21041 -2.27246 -2.37632
C 3.27632 -0.25185 0.08633
H -0.67634 2.44434 -2.45264
H 1.52943 -1.48561 1.69984
C -1.45675 -1.51396 -2.14720
H 3.97751 -0.80304 -0.50136
N 0.60832 1.35835 -0.22081
H -1.73091 1.36335 -1.56844
C -1.42726 -1.09887 -0.94646
H 3.24343 0.73632 -0.17672
H -2.27495 -2.64539 3.14516
H -3.75949 -0.59707 2.85649
N -1.93739 -1.32684 0.28406
C -2.84297 -0.42838 0.83245
C 0.76719 0.17974 -0.23724
H 2.16088 -2.81986 0.59998
C -0.37054 3.19336 0.80202
C -1.25367 2.32403 -1.51640
N -1.64529 -2.38421 1.09470
C -3.11431 -0.99182 2.09956
H 1.88112 -1.09436 -1.29576
C -2.31809 -2.12544 2.22162
```

* multiplicity: 1
* E_HOMO (alpha / beta): -6.97 / -6.47 eV
* frontier orbital gap (alpha / beta): 0.2713 / 0.2412 hartree
* molar mass: 203.3 Da

Löwdin atomic charge list, values in e, 5 entries: H 0.05; H 0.03; H 0.11; C -0.39; H 0.14

What are the relative energies? In eV: *w* 0.000; *x* 3.998.

*w*
The following is a quantum chemistry calculation of 10 unconnected molecules or ions with the total composition C40H110N10O10, from the OMol25 dataset.

```
170
C40H110N10O10 (ωB97M-V with the def2-TZVPD basis set)
H -3.76942 -4.76292 1.93302
C -3.40467 -5.09230 -3.23963
C -3.93783 -6.69317 0.98132
O 0.43463 5.54353 2.85608
C 3.35547 1.24193 4.83198
C 2.68142 2.61694 -7.90046
H 2.61339 3.29330 -5.20796
C 2.70760 -6.44248 3.72397
H 1.60885 -4.81219 5.56197
H 3.68615 2.18763 -7.91904
H -2.01852 2.34313 -4.89237
O 1.99606 2.14756 -6.75333
C -3.68238 2.98224 0.68830
C 2.38375 -6.09575 2.29038
H -0.16641 -3.72289 -0.06698
H -1.41406 5.63626 3.98224
N 3.44757 4.65954 -9.08162
H 3.45770 3.22621 6.75865
N 5.17191 -3.65166 3.55325
H 1.32027 2.42957 -1.15910
O 0.09897 -1.70214 -0.42175
H 1.11279 -3.04531 0.97404
C 2.67053 2.24085 -5.52294
C -6.31305 4.33422 2.89519
H 1.86369 -0.77466 0.10498
H 2.80941 -1.36552 2.63507
C 0.96334 1.09002 4.14186
H -5.12449 5.89772 -4.38535
H -4.25183 -6.34999 -6.11134
H 2.38859 -8.09893 1.43124
H -4.68102 6.40701 -6.07386
H -3.40442 -7.06679 3.80674
H 2.10183 2.19656 -8.72501
C -3.00171 4.59996 -3.87031
H 7.69860 -0.20542 3.92431
N -3.87585 -6.29318 3.36095
C -4.32410 6.22591 -5.05942
N 3.56519 -5.89141 1.45279
H 3.72045 1.94212 -5.60799
H -0.01098 -4.59646 -2.62273
H 1.11281 -7.00791 0.78640
H -3.63092 -6.41213 -0.04339
H 5.27330 -3.14482 4.43806
O 5.80995 -0.95525 4.04070
H -0.25439 6.81661 4.30950
C 4.34813 2.63352 6.54231
H 1.77066 2.38147 5.71427
H -5.53253 -4.88423 0.07380
C 5.64726 -1.38868 2.70080
H -6.25478 -6.21742 -0.76762
H -2.58010 4.75573 0.34337
H -2.00424 1.75814 -0.08193
C -1.88052 -5.71475 2.13896
H -0.91882 4.92587 -3.85310
N -3.31437 4.17966 -0.05811
N -2.25808 -3.20199 -2.17707
H -3.49617 -7.69471 0.94945
C 2.03303 2.03039 4.70735
H -1.15213 -5.77152 -1.90192
C -2.37725 2.18956 0.84471
H -0.82799 -5.91962 -3.56677
H 3.26673 -7.37952 3.80295
H -7.03493 -5.70949 0.68799
H -3.46475 -5.68644 -2.31345
O -5.34190 -6.81539 0.95689
H -4.08559 4.83367 -0.16632
H 4.37366 1.86396 7.32536
H 1.71152 -5.25475 2.11480
C 0.22572 5.47827 0.42579
H -0.50957 -2.54496 1.25013
H 3.16841 4.50950 -7.08147
H -2.14290 2.49932 -2.68412
C 6.69619 0.13359 4.19009
C 2.64391 4.14578 -7.97047
C 0.17996 -2.82951 0.44395
H 0.15043 6.62483 -1.18980
N -1.57734 3.31363 -2.44796
C 1.12411 0.14170 -2.32199
C 4.66771 -2.58673 2.70591
H -0.44471 0.82726 -1.04816
H 3.05682 4.36415 -9.97821
C 1.70724 5.45203 0.09469
H -0.18732 2.81201 -4.92377
H -4.11576 7.25130 -4.69943
H 5.29553 3.16554 6.61069
H -1.53046 -6.70408 2.44674
C 1.66119 -7.32709 1.67203
H 6.65430 0.49238 5.22016
H 2.62113 -3.05595 3.19821
C 0.78743 -0.56035 0.04750
H -2.16784 3.76294 -1.74423
H -3.88109 -4.60515 -5.81211
H 2.15101 -0.21543 -2.26836
C -0.32603 5.75351 4.03987
H -1.32325 -5.28625 1.30613
H 5.20970 -0.66026 2.00991
H -5.32780 -5.35067 -5.08171
H 2.22766 6.36258 -0.20383
C -3.40976 -5.78480 2.06909
H 2.32872 4.92403 0.82327
H 3.41490 -5.77316 4.23224
N 2.12469 3.19788 3.86088
C 0.95035 -5.32476 4.84940
C -1.23362 3.10073 -4.83695
H 3.37674 5.66065 -9.23822
H -1.55183 2.65053 1.38620
H -6.52851 3.47922 3.54339
C -2.10051 -4.26872 -3.14433
H -5.95062 5.17878 3.48480
H 0.94290 -7.64071 2.43145
H -0.09656 4.43918 0.56312
H -3.60435 3.98069 2.57432
H -1.33913 3.62395 -5.79864
C -0.08476 6.18070 1.73388
H 1.14529 2.02739 0.46892
H 0.74707 0.25859 4.81372
H -3.13473 -3.05616 -1.70384
H -1.49292 -5.10740 2.96374
O -3.15966 5.48140 -4.95937
H 0.85328 -4.66414 3.98858
H -4.84313 -6.58275 3.26405
H 0.27906 7.21699 1.62932
H 3.36173 -1.85567 4.21485
C -1.57928 4.06285 -3.72004
H 2.84894 3.87404 4.06230
H 0.60487 4.20076 -7.32055
H 0.44861 -0.34866 1.07183
N -0.54458 6.09085 -0.67088
H 0.89279 0.89508 -3.07914
H -4.31326 -4.47147 -3.20272
H -3.77450 3.80777 -3.95353
H -1.18134 6.27362 1.73778
C 0.61956 0.57665 -0.95829
O 1.58210 -6.58022 4.59533
H -3.46285 5.01767 -2.95882
H 0.50968 -0.67552 -2.71179
C 1.23538 4.66632 -8.09021
H 4.09235 -6.73469 1.25717
H -4.33054 2.40727 0.02477
O -3.50890 -5.98374 -4.30848
N 1.38612 1.70346 -0.45617
C -4.29215 -5.53039 -5.39431
C -6.05086 -5.83021 0.24009
C -4.33511 3.39254 2.00741
O 4.43748 2.10163 5.23024
C 3.28141 -2.18710 3.17321
H -7.29797 4.58789 2.49549
H 6.15064 -3.86833 3.37421
H 1.30481 3.75413 3.67352
H -2.67966 1.27854 1.38022
H 3.22939 0.46468 5.58399
H -1.50816 -3.05085 -1.52238
H 3.67203 0.99416 3.82116
C -0.92589 -5.16314 -2.78333
H -0.75558 5.39039 -1.37834
H 0.04736 1.62410 3.89068
H 1.15085 5.73901 -7.91189
O -5.52464 4.11636 1.74991
H 1.75408 4.77719 -0.77130
H -1.98406 -3.85027 -4.15093
H 1.35467 0.65321 3.21934
H 2.13129 1.66201 -4.77700
H 0.02457 -5.52536 5.37979
H 4.25216 -5.29536 1.91085
H 6.63275 -1.74324 2.38407
H 0.16110 5.08476 4.74481
H 4.59400 -2.85927 1.64535
H 0.77527 4.42931 -9.05083
H -4.63624 2.50371 2.57614
H 6.40733 1.07247 3.70614
```

* multiplicity: 1
* E_HOMO: -8.63 eV
* frontier orbital gap: 0.3347 hartree
* molar mass: 891.4 Da
* SMILES string: COC[C@H](C)N.COC[C@H](C)N.COC[C@H](C)N.COC[C@H](C)N.COC[C@H](C)N.COC[C@H](C)N.COC[C@H](C)N.COC[C@H](C)N.COC[C@H](C)N.COC[C@H](C)N

Löwdin atomic charge list, values in e, 5 entries: H 0.13; C -0.23; C -0.22; O -0.20; C -0.17

*x*
The following is a quantum chemistry calculation of 10 unconnected molecules or ions with the total composition C40H110N10O10, from the OMol25 dataset.

```
170
C40H110N10O10 (ωB97M-V with the def2-TZVPD basis set)
H 2.02441 -4.38047 0.65480
H -0.72173 9.54541 -1.07890
H 1.01987 5.61606 3.99514
C -1.98558 3.96182 1.73352
C -2.88478 -0.35916 7.22683
H 2.52280 -8.84095 4.45859
H 4.21323 7.04209 1.99400
C -3.22665 3.48207 0.98988
H -3.33902 1.80186 2.07254
H -7.03945 -2.11734 -1.68174
O -0.35973 -4.46337 -3.97485
H -2.37659 -0.13022 10.39575
H -1.98268 2.34901 -5.07219
C -2.88365 -1.32570 -2.57144
C 1.77343 1.10495 -2.48834
C -3.43143 3.93503 -0.44716
H 1.18133 -4.82819 -5.60339
C -0.88002 -3.92367 -5.17950
H -0.96340 -0.48458 2.53360
C 1.91244 3.46102 1.79481
H 0.66664 0.06474 -4.40207
H 3.75767 -6.22946 0.78935
H 3.89209 6.09103 3.48112
H 2.28281 8.47174 2.32444
H 0.64850 4.32695 -2.73742
O 7.43041 -1.35780 1.04962
H -3.04293 0.68713 6.93954
C 1.18654 5.39714 2.93864
H 0.92306 -9.25820 0.75311
H -4.11659 3.83725 1.53237
H -1.81949 0.09430 -1.39297
H 1.94800 6.28629 1.20066
H -0.76667 3.46839 -6.61067
H -2.24568 6.63654 0.37378
C -4.75598 -0.89804 8.89947
H 2.42761 2.50907 1.90974
H -1.71827 6.16645 -2.03837
N -1.39689 1.55588 -4.81445
H -5.34091 -1.34030 8.09442
H 2.03350 -10.38779 0.87817
H 1.76900 0.01148 1.28416
H 0.19718 1.74580 0.93709
H -0.36946 -3.05213 -7.89805
H 5.58532 -0.86037 -0.81921
C 5.52750 -2.69587 0.40431
H -6.75787 -2.40353 -3.34626
H 0.63520 -2.44182 -5.05722
C -0.57245 7.53956 -0.82227
C 1.26079 -3.78555 0.17139
N -2.65143 0.30036 9.52539
C 5.10160 -1.83874 -0.80208
C 0.69270 -1.43083 0.14773
C 0.00192 4.07679 -1.88817
O -0.15981 5.18935 -1.04312
H 2.78168 0.78844 -2.80281
H 4.12728 -9.63387 1.86265
H 3.89930 -3.74886 0.19652
C -4.19109 -1.76954 -3.19453
H -3.52260 5.02733 -0.40008
H -0.31760 -1.68070 -0.20934
H -4.04381 3.61945 -2.79324
H 2.18897 -3.69379 -5.93598
C -0.67842 6.32666 -1.71741
H 1.31044 -1.25258 -0.74300
N -3.17355 2.00921 1.09550
H -2.38024 -2.14802 -2.05856
H -0.12271 6.43427 -2.65606
H 0.98800 3.32199 1.21812
H 1.27546 -10.02143 4.06204
H -0.90928 -5.50541 -2.29967
C 0.93525 1.09027 -4.68072
H -3.10419 0.87603 -2.20761
H 1.20062 0.21648 -2.22059
C 0.12390 -0.42400 2.44555
H 6.20494 -3.47187 0.04789
H 0.46914 0.34016 3.14356
H -0.94007 0.70972 0.33892
H -2.23235 8.39212 0.44430
H 5.40292 -2.37903 -1.70390
H 1.87804 0.98476 -5.23274
H 1.57046 -8.10704 2.44308
H -2.10642 -0.12102 -4.06086
H 6.37938 -2.57976 2.32776
H 7.65898 0.29496 2.40778
H -3.09585 1.17808 9.74461
H 1.96324 1.77660 -1.65442
C 2.15529 6.38702 2.27791
H -5.22576 0.07282 9.08278
H -0.95378 7.50197 1.21368
H -3.93913 0.04573 4.84471
H -2.02993 5.05883 1.82357
H 3.04741 -10.37080 3.80568
O -5.13387 -1.86955 -2.10111
H -1.93382 -4.16790 -2.68458
C -1.36637 -4.99008 -3.13970
H -0.92518 3.74101 -2.37254
H -6.26588 -3.66309 -2.19155
H 2.19403 -6.84418 0.55577
H -4.03000 -2.69715 -3.74201
H 3.41140 -6.84467 -0.82623
C 0.21377 -3.10095 -5.82602
N 1.79818 7.71615 2.78530
H -2.79001 -1.62507 9.00109
C -4.95970 3.54690 -2.17995
H -2.31792 -0.59383 4.69653
H -1.81041 -0.56382 7.10987
C 2.18559 -9.01049 2.36655
N -0.70922 8.72061 -1.66834
H 9.05459 -0.32950 1.46235
H -4.82488 -1.51242 9.79744
O 1.64333 4.03451 3.04324
C -1.60076 7.51222 0.32884
C 2.24253 -9.63454 3.75874
O 3.62294 -8.34911 0.47266
H 0.53953 -1.58953 -7.36896
H -1.02988 -1.06484 -3.36364
H 0.47250 -1.38454 2.84458
H -5.37373 4.55517 -2.26513
H -2.00472 3.72934 2.80073
H -1.56517 8.77356 -2.20859
H -1.17599 -4.73688 -5.85784
O -3.51802 -1.25555 6.32379
H -1.75104 -3.31599 -4.91788
C 8.13975 -0.59688 1.98750
N 1.29066 -4.04922 -6.25828
H 0.99996 3.18171 -6.70714
H 3.66564 -2.67324 1.34342
C 3.22978 -7.01841 0.23316
H -3.89084 1.57237 0.52922
C -2.85504 -0.06251 -1.71319
H -3.40686 -0.28673 -0.79702
H 5.55439 -1.05848 1.84920
O 1.23650 -2.52941 0.83889
C 6.19568 -1.87779 1.50728
C -0.19040 -2.35096 -7.08606
H 1.60085 -3.54677 -0.84736
C 3.59829 -8.67537 1.85780
H -2.51718 3.73175 -1.01678
H 4.12687 -7.98056 2.51175
O 1.15595 1.84322 -3.50465
H 0.19998 5.35124 2.46809
N 4.35347 -3.34686 1.01263
N 0.05127 0.90686 0.40379
C 0.73026 -0.22209 1.02917
H 8.39221 -1.18012 2.88449
H -0.24187 0.85276 -6.39964
O -4.55660 3.21499 -0.87039
H -3.78234 -1.62480 4.34003
H 2.47507 4.07455 1.08068
C -3.33836 -0.86588 4.97859
C 0.09694 3.01866 -6.11681
H -2.12423 -5.57464 -3.66444
H -1.03583 3.72093 1.26443
C -6.31840 -2.58565 -2.35720
H 0.43629 7.57663 -0.40794
H -4.63269 -0.94791 -3.76695
H -5.53686 2.80957 -2.73130
N 1.38485 -9.84034 1.44272
H 0.41169 3.24965 -1.31549
N -1.97804 -1.08881 -3.73323
C -0.14906 1.60842 -5.61490
C -3.23533 -0.69179 8.65285
H 3.96872 5.33312 1.84944
H 0.24041 -4.16093 0.07902
H 0.24675 3.67200 -5.24732
H -1.09896 -1.73991 -6.98994
H 4.02167 -1.70528 -0.87303
H 0.79646 7.85669 2.73271
H -1.08254 1.84528 -3.88307
C 3.65882 6.20854 2.42260
```

* multiplicity: 1
* E_HOMO: -8.95 eV
* frontier orbital gap: 0.3447 hartree
* molar mass: 891.4 Da
* SMILES string: COC[C@H](C)N.COC[C@H](C)N.COC[C@H](C)N.COC[C@H](C)N.COC[C@H](C)N.COC[C@H](C)N.COC[C@H](C)N.COC[C@H](C)N.COC[C@H](C)N.COC[C@H](C)N

Löwdin atomic charge list, values in e, 5 entries: H 0.06; H 0.07; H 0.13; C -0.06; C -0.21

What are the relative energies? In eV: *w* 0.189; *x* 0.000.